No. 1
Here is a cluster of 6 separate species, C39H83BCl2O4 in total at a distorted geometry from OMol25. Energies are from ωB97M-V/def2-TZVPD.

Computed properties:
* SMILES: C#C[C@H](OC(=O)[C@H](Cl)[C@H](C)Cl)B(O)OCC.CCCCCC.CCCCCC.CCCCCC.CCCCCC.CCCCCC
* Kohn-Sham gap: 10.7 eV

Each line ends with the Löwdin charge.
Geometry (Å):
C 2.17 1.26 -1.31  0.15
C 1.28 0.59 -0.87  -0.04
C 0.18 -0.38 -0.53  -0.17
O 0.63 -1.66 -0.97  0.03
C 0.03 -2.65 -0.32  -0.56
O -0.92 -2.54 0.39  0.13
C 0.66 -4.03 -0.54  -0.58
Cl 2.09 -4.23 0.53  0.68
C 1.01 -4.34 -2.01  -0.72
C 2.39 -3.86 -2.47  -0.14
Cl -0.26 -3.73 -3.13  0.68
B -1.12 0.15 -1.30  -0.58
O -1.59 -0.62 -2.36  0.15
O -1.77 1.32 -1.00  0.09
C -1.76 1.69 0.39  -0.21
C -2.40 0.64 1.29  -0.06
H 2.92 2.01 -1.39  0.04
H 0.09 -0.33 0.56  0.12
H -0.05 -4.77 -0.20  0.11
H 1.00 -5.42 -2.12  0.10
H 2.50 -4.02 -3.54  0.07
H 2.54 -2.82 -2.21  0.07
H 3.16 -4.48 -2.00  0.06
H -2.42 -1.01 -2.06  0.11
H -0.77 1.98 0.73  0.11
H -2.37 2.59 0.47  0.12
H -2.59 1.11 2.26  0.09
H -1.75 -0.21 1.49  0.06
H -3.37 0.30 0.92  0.09
C -3.23 -2.57 3.05  -0.10
C -4.33 -3.14 3.93  -0.26
C -5.73 -2.91 3.36  -0.22
C -6.14 -1.45 3.21  -0.23
C -6.09 -0.63 4.50  -0.27
C -7.05 -1.13 5.57  -0.11
H -3.31 -1.48 2.95  0.05
H -2.25 -2.77 3.49  0.05
H -3.25 -3.01 2.06  0.08
H -4.26 -2.71 4.94  0.10
H -4.17 -4.21 4.04  0.10
H -6.46 -3.43 3.99  0.10
H -5.80 -3.39 2.38  0.11
H -7.15 -1.41 2.80  0.11
H -5.50 -0.97 2.46  0.09
H -6.35 0.41 4.26  0.10
H -5.07 -0.60 4.89  0.10
H -8.08 -1.12 5.21  0.07
H -7.00 -0.50 6.46  0.07
H -6.80 -2.15 5.88  0.06
C 2.63 -0.02 -5.87  -0.10
C 3.71 0.78 -5.15  -0.27
C 3.46 2.29 -5.17  -0.23
C 3.44 2.93 -6.57  -0.23
C 4.72 2.73 -7.39  -0.27
C 5.95 3.35 -6.74  -0.11
H 2.58 0.23 -6.93  0.07
H 2.84 -1.09 -5.80  0.07
H 1.65 0.16 -5.43  0.07
H 4.69 0.56 -5.58  0.10
H 3.75 0.46 -4.11  0.09
H 4.21 2.79 -4.56  0.10
H 2.49 2.49 -4.69  0.10
H 3.26 4.00 -6.45  0.11
H 2.59 2.54 -7.14  0.10
H 4.57 3.18 -8.37  0.10
H 4.89 1.66 -7.56  0.10
H 5.81 4.43 -6.60  0.07
H 6.83 3.21 -7.38  0.07
H 6.18 2.91 -5.78  0.06
C -0.65 -5.19 4.02  -0.11
C -0.69 -4.57 5.41  -0.27
C 0.70 -4.37 6.02  -0.23
C 1.50 -5.65 6.25  -0.23
C 0.81 -6.69 7.13  -0.27
C 0.55 -6.21 8.55  -0.11
H -0.21 -6.18 4.03  0.07
H -1.66 -5.28 3.62  0.06
H -0.07 -4.56 3.33  0.07
H -1.31 -5.18 6.07  0.10
H -1.18 -3.60 5.35  0.09
H 0.59 -3.84 6.97  0.10
H 1.28 -3.71 5.37  0.11
H 2.46 -5.39 6.70  0.11
H 1.73 -6.11 5.28  0.10
H 1.45 -7.58 7.17  0.10
H -0.13 -7.02 6.68  0.10
H 1.49 -5.92 9.04  0.07
H 0.09 -6.99 9.15  0.07
H -0.12 -5.35 8.57  0.06
C -2.46 4.40 -8.59  -0.11
C -2.53 5.10 -7.24  -0.27
C -1.16 5.27 -6.58  -0.23
C -0.44 3.96 -6.25  -0.23
C -1.20 3.00 -5.34  -0.26
C -1.47 3.57 -3.95  -0.10
H -2.07 3.39 -8.51  0.06
H -3.46 4.33 -9.03  0.07
H -1.83 4.95 -9.29  0.07
H -3.20 4.55 -6.58  0.10
H -2.97 6.09 -7.38  0.10
H -1.28 5.86 -5.67  0.10
H -0.52 5.86 -7.24  0.11
H 0.52 4.21 -5.78  0.10
H -0.19 3.44 -7.18  0.10
H -0.60 2.09 -5.23  0.10
H -2.13 2.69 -5.81  0.10
H -0.54 3.84 -3.45  0.08
H -1.98 2.82 -3.34  0.06
H -2.11 4.46 -3.99  0.07
C 3.89 4.83 4.59  -0.11
C 4.08 3.43 3.99  -0.27
C 3.53 3.31 2.57  -0.23
C 2.03 3.54 2.43  -0.23
C 1.16 2.61 3.28  -0.26
C 1.31 1.14 2.92  -0.10
H 2.84 5.09 4.67  0.06
H 4.32 4.87 5.59  0.07
H 4.39 5.58 3.98  0.07
H 3.61 2.69 4.65  0.10
H 5.14 3.20 3.98  0.10
H 3.79 2.32 2.18  0.10
H 4.05 4.02 1.93  0.11
H 1.76 3.41 1.38  0.10
H 1.79 4.57 2.68  0.10
H 0.11 2.90 3.14  0.10
H 1.37 2.76 4.35  0.10
H 1.06 0.97 1.88  0.04
H 0.65 0.53 3.54  0.08
H 2.33 0.78 3.09  0.07


No. 2
Here is a structure of composition C24H19BaN6OSe from OMol25. Energies are from ωB97M-V/def2-TZVPD.

Computed properties:
* net charge: +1
* energy relative to the best compared isomer or geometry (same formula, charge and spin): 0.0 kcal per mole
* Kohn-Sham gap: 6.4 eV

Each line ends with the Löwdin charge.
Geometry (Å):
Ba 0.05 -0.22 0.05  1.89
N -3.94 -6.96 7.57  0.17
C -3.57 -6.29 6.72  -0.18
C -3.10 -5.44 5.66  -0.22
C -3.92 -5.17 4.56  -0.01
C -3.47 -4.35 3.55  -0.01
C -2.19 -3.80 3.61  -0.21
C -1.37 -4.08 4.70  -0.01
C -1.82 -4.89 5.73  -0.01
C -1.69 -2.91 2.52  -0.04
C -2.31 -1.64 2.45  -0.30
C -3.28 -1.16 3.37  -0.02
C -3.63 0.11 2.95  -0.07
C -2.86 0.36 1.81  -0.21
N -2.06 -0.66 1.50  -0.19
C -0.69 -3.45 1.71  -0.27
C -0.22 -4.79 1.77  -0.01
C 0.74 -4.93 0.80  -0.06
C 0.83 -3.67 0.17  -0.19
N -0.01 -2.78 0.69  -0.17
H -4.91 -5.61 4.52  0.13
H -4.10 -4.13 2.70  0.13
H -0.37 -3.66 4.74  0.13
H -1.19 -5.11 6.58  0.12
H -3.67 -1.69 4.22  0.11
H -4.35 0.78 3.40  0.10
H -2.87 1.26 1.20  0.10
H -0.57 -5.55 2.45  0.12
H 1.31 -5.81 0.55  0.10
H 1.49 -3.41 -0.65  0.10
C -2.82 -0.40 -3.43  0.02
C -2.13 0.79 -2.84  -0.56
N -2.54 2.00 -3.22  0.21
O -1.20 0.66 -2.03  -0.27
H -3.56 -0.14 -4.17  0.09
H -3.30 -0.95 -2.62  0.10
H -2.07 -1.06 -3.87  0.10
H -3.29 2.11 -3.89  0.12
H -2.10 2.82 -2.85  0.13
Se 3.31 1.60 1.93  1.13
N 1.68 0.91 2.13  -0.42
C 1.41 0.92 3.44  -0.38
C 0.20 0.44 4.04  -0.01
C 0.09 0.52 5.39  -0.04
C 1.13 1.06 6.22  -0.05
C 2.29 1.51 5.69  -0.01
C 2.46 1.46 4.27  -0.37
N 3.55 1.87 3.64  -0.23
H -0.60 0.04 3.43  0.08
H -0.82 0.17 5.85  0.11
H 0.98 1.09 7.29  0.11
H 3.08 1.92 6.31  0.12


No. 3
Here is an isolated molecule of CH3NO2 at a distorted geometry from OMol25. Energies are from ωB97M-V/def2-TZVPD.

Computed properties:
* SMILES: NC(=O)O
* energy relative to the best compared isomer or geometry (same formula, charge and spin): 3.6 kcal per mole
* Kohn-Sham gap: 11.2 eV

Each line ends with the Löwdin charge.
Geometry (Å):
N -0.90 -0.92 -0.21  0.18
C 0.09 -0.02 -0.08  -0.68
O -0.11 0.70 1.07  0.08
O 1.00 0.15 -0.83  0.09
H -1.81 -0.68 0.14  0.11
H -0.74 -1.64 -0.86  0.10
H 0.48 1.47 1.00  0.12


No. 4
Here is an isolated molecule of C13H16S at a distorted geometry from OMol25. Energies are from ωB97M-V/def2-TZVPD.

Computed properties:
* energy relative to the best compared isomer or geometry (same formula, charge and spin): 87.0 kcal per mole
* Kohn-Sham gap: 7.8 eV

Each line ends with the Löwdin charge.
Geometry (Å):
C -3.10 1.86 -1.20  -0.11
C -2.87 1.77 0.21  -0.09
C -2.15 1.47 -2.09  -0.15
C -1.72 1.29 0.77  -0.03
C -1.05 0.55 -1.66  -0.42
C -0.74 0.75 -0.13  -0.19
C -0.79 -2.20 -1.12  -0.34
C 2.51 -1.31 1.25  -0.18
C 1.22 -1.02 2.05  -0.18
C 2.23 -1.16 -0.28  -0.20
C 0.91 0.40 1.80  -0.17
C 1.70 0.22 -0.57  -0.16
C 0.54 0.57 0.34  -0.14
S -1.78 -1.21 -1.92  0.93
H -3.96 2.20 -1.72  0.09
H -3.82 1.97 0.64  0.09
H -2.30 1.45 -3.18  0.11
H -1.72 1.22 1.88  0.12
H -0.26 0.52 -2.47  0.10
H -1.21 -3.15 -1.35  -0.08
H 3.33 -0.75 1.65  0.10
H 2.82 -2.31 1.57  0.10
H 0.35 -1.52 1.60  0.12
H 1.46 -1.41 3.01  0.10
H 3.22 -1.45 -0.76  0.13
H 1.44 -1.80 -0.62  0.03
H 0.10 0.69 2.38  0.07
H 1.64 1.13 2.07  0.12
H 2.59 0.82 -0.49  0.11
H 1.40 0.42 -1.66  0.12


No. 5
Here is a cluster of 2 separate species, CH6NOS in total at a distorted geometry from OMol25. Energies are from ωB97M-V/def2-TZVPD.

Computed properties:
* net charge: -1
* energy relative to the best compared isomer or geometry (same formula, charge and spin): 20.3 kcal per mole
* Kohn-Sham gap: 7.7 eV

Each line ends with the Löwdin charge.
Geometry (Å):
S -1.06 0.05 2.18  0.00
H 0.29 0.23 2.33  -0.35
N 1.15 0.42 -0.66  -0.04
C -0.15 -0.19 -0.94  -0.52
O -0.34 -1.34 -0.19  -0.25
H 0.94 0.75 0.43  0.07
H 1.12 1.33 -1.08  0.02
H -0.11 -0.66 -1.99  0.11
H -1.04 0.47 -0.78  0.08
H -0.80 -1.07 0.71  -0.14


No. 6
Here is a structure of composition C9H4MgN2O3 at a distorted geometry from OMol25. Energies are from ωB97M-V/def2-TZVPD.

Computed properties:
* net charge: +2
* energy relative to the best compared isomer or geometry (same formula, charge and spin): 74.3 kcal per mole
* Kohn-Sham gap: 7.0 eV

Each line ends with the Löwdin charge.
Geometry (Å):
O -1.60 -2.28 1.02  0.30
C -0.99 -1.40 0.63  0.11
Mg 0.00 0.00 0.00  0.34
C 0.79 -0.47 -1.58  0.11
C 1.29 0.43 1.22  0.10
O 1.28 -0.76 -2.57  0.30
O 2.10 0.70 1.98  0.31
N -4.02 3.81 -3.51  0.24
C -3.42 3.50 -2.57  -0.14
C -2.67 3.11 -1.40  -0.15
C -2.76 3.90 -0.24  0.07
C -2.07 3.52 0.91  0.02
C -1.30 2.37 0.88  -0.10
N -1.21 1.63 -0.24  -0.04
C -1.87 1.97 -1.39  -0.01
H -3.36 4.80 -0.22  0.15
H -2.12 4.11 1.81  0.14
H -0.76 2.05 1.76  0.12
H -1.79 1.35 -2.27  0.14


Number 1: lowest unoccupied orbital energy 0.528 eV. Number 2: lowest unoccupied orbital energy -3.645 eV. Number 3: lowest unoccupied orbital energy 0.726 eV. Number 4: lowest unoccupied orbital energy 0.073 eV. Number 5: lowest unoccupied orbital energy 4.364 eV. Number 6: lowest unoccupied orbital energy -10.160 eV.